Computed, not measured: C12H14N2PSn as an isolated structure, with wB97M-V/def2-TZVPD.

Last column: natural (NBO) charge in e.
Geometry (Å):
C 0.938 -0.427 -2.818  -0.31
C 0.071 0.311 -3.717  -0.38
C -0.993 -0.578 -4.125  -0.35
C -0.840 -1.798 -3.353  -0.40
C 0.402 -1.706 -2.626  -0.28
Sn -1.336 -0.049 -1.893  1.13
P -0.478 2.620 -0.924  0.01
H 1.879 -0.063 -2.408  0.26
H 0.304 1.274 -4.161  0.27
H -1.706 -0.411 -4.943  0.28
H 0.871 -2.520 -2.060  0.26
H -1.433 -2.709 -3.486  0.28
H -1.427 3.260 -0.077  0.05
H -0.242 3.689 -1.832  0.04
H 0.681 2.730 -0.086  0.05
N 1.747 -1.074 1.617  -0.51
C 1.245 -0.960 0.370  0.23
N 0.067 -0.323 0.382  -0.57
C -0.183 0.029 1.712  0.14
C -1.269 0.636 2.353  -0.23
C -1.309 0.617 3.754  -0.20
C -0.274 0.050 4.512  -0.19
C 0.860 -0.477 3.876  -0.22
C 0.877 -0.447 2.498  0.09
H 2.604 -1.547 1.883  0.43
H 1.795 -1.355 -0.474  0.21
H -2.048 1.098 1.749  0.22
H -2.159 1.039 4.287  0.23
H -0.345 0.017 5.596  0.23
H 1.702 -0.924 4.397  0.23

Computed properties:
* charge: +1
* HOMO level: -11.752 eV


Computed, not measured: C4H12N2NbOS as an isolated structure, with wB97M-V/def2-TZVPD.

Last column: natural (NBO) charge in e.
Geometry (Å):
N 0.272 -1.174 0.098  -1.24
Nb 0.396 -2.492 1.775  1.67
N 1.906 -3.633 0.744  -0.72
C 2.399 -4.490 1.586  0.20
S 3.592 -5.335 2.412  -0.16
H 1.152 -1.242 -0.443  0.37
H 0.117 -0.196 0.397  0.39
H -0.868 -3.552 0.946  -0.40
H 0.375 -3.656 3.192  -0.36
H 1.620 -1.456 2.658  -0.42
H -0.940 -1.596 2.629  -0.33
C -1.232 1.782 -2.250  -0.73
C -0.784 2.626 -1.086  0.59
O -0.354 2.119 -0.072  -0.53
C -0.890 4.122 -1.229  -0.72
H -1.098 0.727 -2.004  0.26
H -2.290 1.963 -2.454  0.22
H -0.632 2.016 -3.131  0.22
H -1.933 4.407 -1.389  0.22
H -0.274 4.460 -2.065  0.22
H -0.533 4.599 -0.315  0.23

Computed properties:
* relative energy (zero: lowest compared OMol25 entry of this formula, charge and spin): 59.5 kJ/mol
* charge: -1
* HOMO level: -4.503 eV


Computed, not measured: an isolated ion of composition F2NO2S and charge -1, with wB97M-V/def2-TZVPD.

Last column: natural (NBO) charge in e.
Geometry (Å):
N -0.656 -0.786 -0.506  0.01
O -0.380 -1.688 0.253  -0.29
O 1.185 0.274 0.819  -0.96
F -1.177 1.269 1.104  -0.68
F 0.876 0.132 -1.582  -0.64
S 0.152 0.800 -0.088  1.57

Computed properties:
* relative energy (zero: lowest compared OMol25 entry of this formula, charge and spin): 0.0 kJ/mol
* SMILES: O=S(F)(F)=N[O-]
* charge: -1
* HOMO level: -4.361 eV


no.,LUMO level (eV),orbital gap (eV)
1,-2.806,8.946
2,2.642,7.145
3,4.201,8.562